Record 1
This record from OMol25 describes C2H4CuO2 as an isolated structure at a distorted geometry. The level of theory is ωB97M-V/def2-TZVPD.

ORCA input file:
```
! RIJCOSX wB97M-V def2-TZVPD def2/J DEFGRID3
* xyz 1 1
H 0.666 -1.087 1.719
Cu -2.892 0.668 0.712
H 2.547 1.160 1.180
C 2.053 0.321 0.673
C 0.861 -0.074 1.357
O -0.108 0.425 0.622
H 2.724 -0.535 0.531
H 1.178 0.891 -0.205
O -1.216 -0.423 0.444
*
```

Results
- maximum force (eV/Å) = 5.4
- orbital gap (spin up / spin down) (eV) = 8.48 / 8.48
- E_HOMO (spin up / spin down) (eV) = -14.53 / -14.53
- ΔE to the lowest compared entry with this formula, charge and spin (eV) = 5.282

Record 2
This record from OMol25 describes C2H4EuLiO as an isolated structure at a distorted geometry. The level of theory is ωB97M-V/def2-TZVPD.

ORCA input file:
```
! RIJCOSX wB97M-V def2-TZVPD def2/J DEFGRID3
* xyz 1 8
O -0.337 -0.844 0.163
C -0.221 0.442 0.501
H -0.366 2.496 0.040
H -1.291 1.373 -1.070
Eu 1.222 -2.745 0.087
H 0.458 0.608 1.351
C -0.493 1.477 -0.327
Li -1.631 -1.593 -0.919
H 2.659 -1.214 0.175
*
```

Results
- <S²> = 15.762
- maximum force (eV/Å) = 3.1
- orbital gap (spin up / spin down) (eV) = 6.37 / 6.39
- E_HOMO (spin up / spin down) (eV) = -11.69 / -11.70
- ΔE to the lowest compared entry with this formula, charge and spin (eV) = 1.953

Record 3
This record from OMol25 describes one molecule with the formula C2H4F3N3 at a distorted geometry. The level of theory is ωB97M-V/def2-TZVPD.

ORCA input file:
```
! RIJCOSX wB97M-V def2-TZVPD def2/J DEFGRID3
* xyz 0 1
F 1.955 -1.701 1.283
H -0.412 2.401 -1.235
N 0.926 -0.371 -0.170
F 0.577 -2.619 -0.083
F -0.168 -1.474 1.588
N -1.379 0.390 0.009
H -1.639 -0.448 0.500
H 1.225 1.814 -1.195
H -2.069 1.113 -0.097
N 0.273 1.752 -0.886
C -0.101 0.606 -0.317
C 0.813 -1.464 0.601
*
```

Results
- SMILES = NC(N)=NC(F)(F)F
- maximum force (eV/Å) = 5.8
- orbital gap (eV) = 9.81
- E_HOMO (eV) = -9.42
- ΔE to the lowest compared entry with this formula, charge and spin (eV) = 0.000

Repeat the first record exactly.
This record from OMol25 describes C2H4CuO2 as an isolated structure at a distorted geometry. The level of theory is ωB97M-V/def2-TZVPD.

ORCA input file:
```
! RIJCOSX wB97M-V def2-TZVPD def2/J DEFGRID3
* xyz 1 1
H 0.666 -1.087 1.719
Cu -2.892 0.668 0.712
H 2.547 1.160 1.180
C 2.053 0.321 0.673
C 0.861 -0.074 1.357
O -0.108 0.425 0.622
H 2.724 -0.535 0.531
H 1.178 0.891 -0.205
O -1.216 -0.423 0.444
*
```

Results
- maximum force (eV/Å) = 5.4
- orbital gap (spin up / spin down) (eV) = 8.48 / 8.48
- E_HOMO (spin up / spin down) (eV) = -14.53 / -14.53
- ΔE to the lowest compared entry with this formula, charge and spin (eV) = 5.282

What did the first record say?
This record from OMol25 describes C2H4CuO2 as an isolated structure at a distorted geometry. The level of theory is ωB97M-V/def2-TZVPD.

ORCA input file:
```
! RIJCOSX wB97M-V def2-TZVPD def2/J DEFGRID3
* xyz 1 1
H 0.666 -1.087 1.719
Cu -2.892 0.668 0.712
H 2.547 1.160 1.180
C 2.053 0.321 0.673
C 0.861 -0.074 1.357
O -0.108 0.425 0.622
H 2.724 -0.535 0.531
H 1.178 0.891 -0.205
O -1.216 -0.423 0.444
*
```

Results
- maximum force (eV/Å) = 5.4
- orbital gap (spin up / spin down) (eV) = 8.48 / 8.48
- E_HOMO (spin up / spin down) (eV) = -14.53 / -14.53
- ΔE to the lowest compared entry with this formula, charge and spin (eV) = 5.282